Density functional theory data (the ωB97M-V functional and the def2-TZVPD basis) for one molecule with the formula C21H24FN3O3.

Structure (XYZ):
```
52
Properties=species:S:1:pos:R:3:mulliken_charge:R:1
O 0.8716 2.8873 -1.5666 -0.686
C 0.5962 2.2462 -0.5729 0.402
N 1.4646 1.4301 0.0888 0.135
C 2.7716 1.1022 -0.2460 0.004
C 3.5454 1.8805 -1.1042 -0.535
C 4.8464 1.5157 -1.3906 -0.593
C 5.3990 0.3739 -0.8315 -0.759
C 4.6321 -0.4199 0.0006 -0.345
C 3.3176 -0.0769 0.2968 0.599
C 2.4709 -0.9428 1.1635 0.227
O 1.6813 -0.4888 1.9837 -0.702
N 2.6047 -2.2660 0.9399 -0.071
C 1.7342 -3.2553 1.5490 -1.120
C 0.2497 -2.9685 1.2959 -0.515
C -0.0626 -2.7737 -0.1873 -0.568
N -1.4904 -2.6538 -0.4237 0.027
C -2.0369 -1.3856 0.0336 -0.199
C -3.5510 -1.3921 -0.1722 -0.850
O -3.8847 -1.5802 -1.5264 -0.407
C -3.3415 -2.7903 -1.9957 -0.633
C -1.8224 -2.8235 -1.8294 -0.507
C -0.7807 2.2354 0.0102 0.077
C -1.8407 2.4748 -0.8620 -0.463
C -3.1464 2.4490 -0.4134 -0.460
C -3.3754 2.1977 0.9278 0.394
F -4.6447 2.1620 1.3813 -0.393
C -2.3416 1.9831 1.8225 -0.643
C -1.0394 1.9995 1.3584 -0.391
H 1.1139 0.8965 0.8825 0.100
H 3.1138 2.7676 -1.5365 0.481
H 5.4382 2.1341 -2.0483 0.403
H 6.4216 0.1022 -1.0445 0.401
H 5.0653 -1.3027 0.4498 0.518
H 3.1961 -2.5611 0.1808 0.305
H 2.0116 -4.2299 1.1446 0.490
H 1.9083 -3.2578 2.6299 0.318
H -0.0198 -2.0733 1.8534 0.196
H -0.3399 -3.8024 1.6759 0.430
H 0.2866 -3.6518 -0.7400 0.485
H 0.4807 -1.8915 -0.5749 0.163
H -1.8235 -1.2549 1.0941 0.465
H -1.5984 -0.5363 -0.5225 0.115
H -3.9856 -0.4365 0.1226 0.254
H -3.9896 -2.1981 0.4351 0.390
H -3.6151 -2.8633 -3.0497 0.366
H -3.7794 -3.6349 -1.4426 0.351
H -1.4433 -3.7895 -2.1705 0.403
H -1.3736 -2.0260 -2.4489 0.305
H -1.6190 2.6746 -1.8994 0.451
H -3.9767 2.6158 -1.0806 0.438
H -2.5629 1.8068 2.8632 0.477
H -0.2352 1.8476 2.0627 0.669
```

As for the electronic energy: -35497.9655 eV. As for the largest force on an atom: 0.56 eV/A. For the HOMO-LUMO gap, the calculation gives 9.11 eV. As for the HOMO energy: -0.3183 Eh. The energy above the lowest of the compared OMol25 structures with the same formula, charge and spin is 0.8819 eV.

Density functional theory data (the ωB97M-V functional and the def2-TZVPD basis) for one molecule with the formula C21H24FN5O.

Structure (XYZ):
```
52
Properties=species:S:1:pos:R:3:mulliken_charge:R:1
C -5.1419 0.1990 2.9956 -1.086
C -4.6891 -0.2457 1.6510 0.371
C -3.5860 -1.0522 1.3320 -0.236
C -3.6092 -1.1666 -0.0492 0.157
C -2.7753 -1.9445 -0.9916 0.068
O -3.2654 -2.6641 -1.8456 -0.697
N -1.4342 -1.8380 -0.8537 0.003
C -0.7012 -0.8311 -0.1086 0.986
C -0.8290 0.5509 -0.7755 -1.444
C 0.1923 1.5723 -0.2501 2.172
C 0.0836 1.7207 1.2690 -2.074
C -0.0820 2.9280 -0.9055 -2.186
C 1.6124 1.1070 -0.6310 -1.639
C 1.7758 -0.3277 -0.2822 0.277
C 0.7399 -1.2038 -0.0333 0.061
C 1.3630 -2.4146 0.3185 -0.873
N 2.6690 -2.2867 0.2953 -1.224
N 2.9286 -1.0224 -0.0737 0.606
C 4.2611 -0.6065 -0.1544 0.452
C 4.6767 0.3988 -1.0220 -0.456
C 6.0100 0.7686 -1.0615 -0.669
C 6.9453 0.1438 -0.2563 -0.551
C 6.5147 -0.8696 0.5828 0.215
F 7.4147 -1.4943 1.3655 -0.324
C 5.1924 -1.2564 0.6515 -0.432
N -4.6921 -0.4663 -0.4659 0.894
C -5.1405 -0.2703 -1.8145 -0.865
N -5.3292 0.1048 0.5455 -1.138
H -6.0064 0.8474 2.8887 0.331
H -4.3472 0.7400 3.5077 0.265
H -5.4146 -0.6608 3.6061 0.284
H -2.9061 -1.5143 2.0191 0.575
H -0.9034 -2.3637 -1.5362 0.311
H -1.1210 -0.7850 0.9014 -0.024
H -0.6849 0.4276 -1.8522 0.335
H -1.8399 0.9303 -0.6147 0.463
H -0.9478 1.9085 1.5581 0.408
H 0.4293 0.8249 1.7779 0.417
H 0.6906 2.5577 1.6077 0.499
H -1.0531 3.3075 -0.5974 0.463
H -0.0769 2.8435 -1.9902 0.429
H 0.6757 3.6520 -0.6139 0.432
H 1.7489 1.2486 -1.7084 0.471
H 2.3567 1.7174 -0.1134 0.664
H 0.9110 -3.3504 0.5793 0.595
H 3.9747 0.8755 -1.6841 0.410
H 6.3243 1.5496 -1.7365 0.381
H 7.9867 0.4206 -0.2776 0.446
H 4.8775 -2.0535 1.3043 0.543
H -6.1936 0.0002 -1.7815 0.315
H -5.0042 -1.1919 -2.3787 0.348
H -4.5803 0.5351 -2.2977 0.271
```

As for the electronic energy: -34382.6663 eV. As for the largest force on an atom: 0.95 eV/A. For the HOMO-LUMO gap, the calculation gives 9.39 eV. As for the HOMO energy: -0.3273 Eh. The energy above the lowest of the compared OMol25 structures with the same formula, charge and spin is 0.0000 eV.

Density functional theory data (the ωB97M-V functional and the def2-TZVPD basis) for one molecule with the formula C21H24FNO in a non-equilibrium geometry.

Structure (XYZ):
```
48
Properties=species:S:1:pos:R:3:mulliken_charge:R:1
O 1.0855 1.5639 0.9890 -0.483
C -0.2925 1.9217 0.6987 0.012
C -0.6878 3.3565 0.1662 -0.800
C -1.1987 4.1038 1.3268 -0.595
C -1.3446 3.0201 2.4750 -0.580
C -2.8470 2.9957 2.9112 -1.257
C -3.3816 2.8429 1.5065 -0.525
C -2.6885 3.9240 0.7088 0.031
C -2.1142 3.2157 -0.4954 -0.857
C -2.2945 1.7290 -0.3764 -0.748
C -2.6755 1.6006 1.1637 -0.395
C -1.2015 1.6804 1.8352 -0.397
N -0.9666 1.1971 -0.4534 -0.001
C -0.7419 -0.2547 -0.6760 -0.994
C 0.6352 -0.6965 -1.2803 -1.055
C 1.5664 -1.4057 -0.2925 -0.400
C 2.9636 -1.3027 -0.8619 -0.864
C 3.9925 -2.0358 0.0171 0.410
C 4.7614 -2.9304 -0.6856 -0.335
C 5.7667 -3.6031 -0.0604 -0.452
C 6.0406 -3.3260 1.2637 -0.365
C 5.1453 -2.4856 2.0170 0.068
F 5.4306 -2.3385 3.3507 -0.306
C 4.2000 -1.8434 1.3203 -0.128
H 1.6447 2.0572 0.3582 0.434
H -0.0837 3.8801 -0.4361 1.077
H -0.6849 5.0202 1.4427 0.481
H -0.7425 3.2133 3.3950 0.433
H -3.3025 2.3073 3.5118 0.536
H -3.0700 3.8767 3.3904 0.527
H -4.4730 2.8734 1.5668 0.548
H -3.2911 4.8582 0.4172 0.230
H -2.4010 3.6097 -1.4013 0.683
H -2.8767 1.4223 -1.2157 0.787
H -3.2329 0.6183 1.3520 0.392
H -0.9571 0.8141 2.5634 0.455
H -1.5272 -0.6804 -1.3155 0.410
H -0.8965 -0.7829 0.2295 0.519
H 1.1388 0.2484 -1.7349 0.296
H 0.5236 -1.3650 -2.0590 0.636
H 1.4921 -0.9137 0.6232 0.464
H 1.4017 -2.4667 -0.1861 0.346
H 3.2253 -0.2643 -0.6929 0.213
H 2.9947 -1.5954 -1.9240 0.352
H 4.5228 -3.0382 -1.8206 0.151
H 6.3591 -4.2389 -0.8092 0.251
H 6.9295 -3.8226 1.7107 0.359
H 3.5546 -1.1594 1.8668 0.439
```

As for the electronic energy: -28417.4600 eV. As for the largest force on an atom: 4.76 eV/A. For the HOMO-LUMO gap, the calculation gives 8.67 eV. As for the HOMO energy: -0.2916 Eh.

Density functional theory data (the ωB97M-V functional and the def2-TZVPD basis) for C21H24IrNSi2 as an isolated structure in a non-equilibrium geometry.

Structure (XYZ):
```
49
Properties=species:S:1:pos:R:3:mulliken_charge:R:1
Ir -0.0674 -0.0555 0.6948 0.641
C -2.9185 0.2335 -1.9119 -1.225
Si -2.2734 -0.4156 -0.2119 0.256
C -3.2464 -2.0386 0.1700 -1.243
C -3.0972 0.9672 1.0046 0.420
C -4.4793 0.9109 1.0868 -0.447
C -5.1410 1.8470 1.8656 -0.766
C -4.4306 2.8043 2.5641 -0.748
C -3.0481 2.8414 2.4936 -0.549
C -2.3929 1.9222 1.6901 0.531
Si -0.4075 2.1604 1.6011 0.299
C 0.1497 2.4265 3.4232 -1.215
C -0.1832 3.8354 0.6729 -1.173
H -3.9940 0.3824 -1.8592 0.402
H -2.7185 -0.4858 -2.6998 0.386
H -2.4749 1.1800 -2.2055 0.345
H -4.1777 -2.0771 -0.3877 0.370
H -3.4815 -2.1115 1.2275 0.389
H -2.6760 -2.9228 -0.0950 0.414
H -5.0395 0.1570 0.5568 0.374
H -6.2197 1.8191 1.9206 0.403
H -4.9439 3.5368 3.1702 0.395
H -2.4938 3.5813 3.0494 0.286
H -0.2121 3.3734 3.8105 0.418
H 1.2321 2.4405 3.4941 0.382
H -0.2072 1.6359 4.0762 0.347
H -0.5773 4.6539 1.2705 0.381
H -0.6863 3.8560 -0.2897 0.350
H 0.8688 4.0378 0.4970 0.362
C 3.9728 0.7263 -0.8080 -0.808
C 4.7391 0.3415 0.2921 -0.372
C 4.1523 -0.4323 1.2728 -0.819
C 2.7964 -0.7603 1.1921 0.895
N 2.0471 -0.2912 0.1591 -0.123
C 2.6382 0.3868 -0.8317 -0.058
C 2.0743 -1.5316 2.1946 0.910
C 2.7098 -2.3905 3.0955 -0.733
C 1.9702 -3.1225 4.0020 -0.723
C 0.5850 -3.0009 4.0422 -0.683
C -0.0571 -2.1428 3.1649 -0.435
C 0.6645 -1.4142 2.2277 -0.173
H 4.4085 1.2830 -1.6217 0.417
H 5.7731 0.6433 0.3702 0.470
H 4.7260 -0.7449 2.1280 0.345
H 2.0063 0.6594 -1.6698 0.469
H 3.7814 -2.5063 3.0647 0.374
H 2.4608 -3.8093 4.6722 0.408
H 0.0088 -3.5814 4.7465 0.416
H -1.1356 -2.0550 3.2003 0.442
```

As for the electronic energy: -42243.9517 eV. As for the largest force on an atom: 3.64 eV/A. For the HOMO-LUMO gap (spin up / spin down), the calculation gives 6.55 / 6.74 eV. As for the HOMO energy (spin up / spin down): -0.4168 / -0.4273 Eh. The energy above the lowest of the compared OMol25 structures with the same formula, charge and spin is 2.1459 eV. As for the net charge: +1. As for the spin multiplicity: 2.